[1]
C34H45N7O2RuS3 | ωB97M-V/def2-TZVPD

```
92
Properties=species:S:1:pos:R:3:mulliken_charge:R:1
Ru 0.07 0.36 -0.09 2.53
C -1.56 1.74 1.25 -1.97
C -2.14 0.57 1.77 1.57
C -2.70 -0.17 0.63 0.82
C -2.45 0.62 -0.51 -1.03
C -1.83 1.84 -0.15 0.56
C -1.95 3.14 -0.93 1.26
C -1.13 4.27 -0.31 -1.84
C -1.60 2.94 -2.40 -1.62
C -3.44 3.52 -0.83 -1.59
C -3.53 -1.46 0.55 2.23
C -4.00 -1.70 -0.89 -1.89
C -2.74 -2.71 0.97 -1.14
C -4.81 -1.37 1.40 -2.01
C -2.33 0.46 3.28 1.97
C -1.29 1.30 4.03 -1.47
C -2.26 -0.97 3.84 -1.68
C -3.70 1.10 3.62 -1.71
H -1.21 2.56 1.84 0.67
H -2.84 0.41 -1.50 0.89
H -0.08 4.02 -0.21 0.15
H -1.53 4.55 0.67 0.31
H -1.21 5.16 -0.95 0.50
H -0.58 2.59 -2.53 0.07
H -1.71 3.88 -2.94 0.57
H -2.28 2.22 -2.88 0.29
H -3.74 3.65 0.22 0.32
H -4.08 2.75 -1.27 0.33
H -3.61 4.46 -1.35 0.42
H -3.16 -1.80 -1.59 0.22
H -4.65 -0.89 -1.25 0.37
H -4.58 -2.62 -0.92 0.48
H -1.89 -2.85 0.31 0.01
H -3.38 -3.59 0.88 0.62
H -2.38 -2.66 1.99 0.03
H -5.39 -0.48 1.13 0.33
H -4.62 -1.35 2.47 0.30
H -5.43 -2.24 1.19 0.53
H -0.27 0.96 3.84 0.03
H -1.48 1.20 5.10 0.58
H -1.36 2.36 3.79 0.29
H -1.34 -1.47 3.52 0.16
H -3.11 -1.58 3.56 0.23
H -2.24 -0.92 4.93 0.60
H -3.68 2.17 3.38 0.30
H -3.90 0.99 4.69 0.45
H -4.52 0.65 3.07 0.28
N -1.20 -0.50 -3.41 0.00
C -0.76 -1.58 -2.70 -0.79
N -0.34 -1.52 -1.46 1.88
C 0.09 -2.76 -1.02 -1.81
C -0.05 -3.76 -1.90 -0.37
S -0.73 -3.16 -3.37 -0.25
C 0.62 -2.85 0.34 -0.41
C 1.17 -3.94 0.92 -0.49
S 1.67 -3.56 2.52 -0.26
C 1.10 -1.94 2.31 -0.48
N 0.56 -1.71 1.14 1.14
N 1.21 -1.03 3.31 0.01
H -0.86 0.39 -3.09 -0.33
H -1.23 -0.60 -4.41 0.31
H 0.18 -4.81 -1.78 0.51
H 1.31 -4.93 0.50 0.49
H 1.76 -1.26 4.12 0.22
H 1.18 -0.06 3.05 -0.39
O 1.85 -0.76 -3.86 -0.64
C 1.92 0.34 -3.35 0.02
C 2.74 1.51 -3.92 -0.67
C 2.62 2.60 -2.85 -0.98
C 1.71 1.96 -1.82 -0.54
O 1.32 2.47 -0.77 -0.42
N 1.32 0.71 -2.15 1.06
H 2.32 1.79 -4.88 0.26
H 3.76 1.17 -4.10 0.32
H 2.18 3.53 -3.20 0.32
H 3.57 2.85 -2.37 0.36
N 3.27 -1.08 -0.45 -0.18
C 3.32 -0.09 0.47 -0.04
N 2.29 0.60 0.89 1.27
C 2.69 1.57 1.81 -1.72
C 1.86 2.51 2.41 0.26
C 2.39 3.39 3.34 -1.05
C 3.75 3.35 3.67 -0.71
C 4.59 2.43 3.07 -0.49
C 4.05 1.55 2.14 0.86
S 4.85 0.32 1.21 -0.31
H 2.51 -1.08 -1.11 -0.29
H 4.13 -1.49 -0.77 0.29
H 0.81 2.56 2.12 0.38
H 1.75 4.13 3.81 0.46
H 4.15 4.05 4.40 0.42
H 5.65 2.40 3.32 0.45
```

Values from the calculation:
**Total energy**: -3145.6800 Ha
**Net charge**: +1
**LUMO energy (spin up / spin down)**: -0.0739 / -0.1391 Ha
**HOMO (spin up / spin down)**: -0.37513 / -0.39206 Eh
**Multiplicity**: 6
**Kohn-Sham gap (spin up / spin down)**: 8.20 / 6.88 eV

***

[2]
C42H95N5NiO15 | ωB97M-V/def2-TZVPD

```
158
Properties=species:S:1:pos:R:3:mulliken_charge:R:1
Ni -1.17 -1.08 -3.72 0.74
C 0.60 0.98 0.61 -0.98
C -0.31 -0.30 0.60 2.34
C -0.86 -0.40 2.01 -1.10
C -2.03 0.57 2.30 -0.21
C -3.00 0.50 1.16 -2.14
C -2.59 0.66 -0.33 1.73
N -1.46 -0.38 -0.44 0.42
O -1.04 -0.21 -1.76 0.62
C -2.18 2.19 -0.57 -0.55
C -3.84 0.20 -1.17 -1.26
C 0.53 -1.67 0.38 -1.17
H 1.41 0.76 1.30 -0.15
H 0.11 1.95 0.71 -0.13
H 1.02 1.01 -0.39 0.26
H -0.15 -0.23 2.83 0.51
H -1.28 -1.40 2.05 -0.04
H -1.73 1.62 2.25 -0.30
H -2.67 0.34 3.15 0.72
H -3.88 1.09 1.41 0.48
H -3.44 -0.49 1.26 0.34
H -2.45 2.78 0.30 -0.58
H -2.88 2.59 -1.31 0.59
H -1.20 2.42 -0.99 0.24
H -4.66 0.91 -1.16 0.57
H -4.33 -0.70 -0.78 0.41
H -3.67 -0.01 -2.22 -0.20
H 1.28 -1.83 1.16 0.66
H 1.14 -1.64 -0.53 -0.28
H -0.10 -2.55 0.30 -0.36
C -2.45 2.23 -6.53 -1.61
C -2.90 1.59 -5.18 0.84
C -4.37 1.31 -5.12 -1.15
O -2.09 0.44 -4.95 -0.65
H -2.36 1.49 -7.33 0.35
H -1.42 2.53 -6.37 0.31
H -2.95 3.12 -6.90 0.43
H -2.64 2.44 -4.55 0.02
H -4.87 2.08 -5.71 0.46
H -4.70 1.21 -4.08 0.14
H -4.48 0.34 -5.60 0.18
C -1.29 -4.13 3.60 -0.50
O -2.06 -5.13 2.80 -0.48
C -2.60 -4.61 1.53 0.45
C -3.04 -5.65 0.57 -0.79
O -3.97 -6.55 1.21 -0.38
C -5.33 -6.15 1.41 -0.28
C -5.70 -6.90 2.66 -0.50
O -7.20 -6.88 2.76 -0.34
C -7.73 -7.51 3.93 -0.76
H -0.34 -3.88 3.11 -0.04
H -0.99 -4.57 4.55 0.37
H -1.83 -3.18 3.59 0.33
H -1.72 -4.19 1.03 -0.32
H -3.28 -3.78 1.72 0.42
H -2.24 -6.11 -0.01 0.43
H -3.55 -5.17 -0.26 0.35
H -6.00 -6.34 0.57 0.31
H -5.37 -5.07 1.46 0.21
H -5.23 -6.59 3.59 0.31
H -5.32 -7.93 2.67 0.34
H -7.53 -8.56 4.13 0.28
H -8.80 -7.33 3.89 0.27
H -7.40 -6.89 4.76 0.32
C -4.11 -2.42 -4.06 -0.71
O -2.76 -2.37 -3.47 -0.06
C -2.42 -3.50 -2.71 -0.37
C -0.92 -3.85 -3.03 -0.64
O -0.13 -2.61 -3.02 0.26
C 1.21 -2.87 -3.35 -0.69
C 1.84 -1.47 -3.57 -0.48
O 0.85 -0.63 -4.32 -0.37
C 1.48 0.63 -4.65 -0.65
H -4.18 -1.51 -4.65 -0.08
H -4.91 -2.31 -3.33 0.33
H -4.44 -3.27 -4.65 0.39
H -2.99 -4.40 -2.95 0.52
H -2.55 -3.33 -1.64 0.12
H -0.98 -4.31 -4.02 0.44
H -0.47 -4.54 -2.32 0.39
H 1.47 -3.58 -4.14 0.46
H 1.56 -3.28 -2.41 0.20
H 2.56 -1.68 -4.37 0.66
H 2.28 -0.91 -2.75 0.11
H 1.41 1.30 -3.79 0.15
H 0.93 1.16 -5.42 0.11
H 2.48 0.55 -5.08 0.40
C 1.93 7.32 -3.06 -0.93
O 2.19 6.00 -2.72 -0.35
C 1.35 5.56 -1.66 -0.96
C 1.73 4.10 -1.26 0.94
O 2.92 4.11 -0.40 -0.08
C 4.21 4.21 -0.92 -0.45
C 5.21 4.20 0.20 0.36
O 5.36 5.56 0.67 -0.37
C 6.40 6.23 -0.08 -0.78
H 1.02 7.33 -3.68 0.38
H 2.59 7.37 -3.93 0.34
H 2.13 8.20 -2.47 0.31
H 0.30 5.60 -1.95 0.63
H 1.30 6.21 -0.79 0.44
H 1.86 3.43 -2.11 0.11
H 1.01 3.70 -0.55 -0.86
H 4.40 5.06 -1.58 0.10
H 4.35 3.31 -1.53 0.41
H 6.05 3.64 -0.20 0.42
H 4.78 3.68 1.06 -0.63
H 6.30 6.11 -1.15 0.33
H 7.39 6.08 0.35 0.29
H 6.18 7.29 0.05 0.29
C 3.78 -4.86 1.14 0.11
O 4.77 -4.45 1.83 -0.66
N 2.77 -5.47 1.78 0.17
C 1.54 -5.94 1.10 -1.07
C 2.68 -5.63 3.24 -0.94
H 3.64 -4.83 0.05 0.38
H 1.83 -6.79 0.48 0.45
H 1.03 -5.16 0.53 0.19
H 0.78 -6.35 1.76 0.40
H 2.53 -6.66 3.56 0.37
H 3.58 -5.29 3.76 0.35
H 1.87 -5.08 3.71 0.28
C -2.59 4.43 2.84 0.14
O -2.98 4.29 4.02 -0.67
N -1.56 5.35 2.56 0.13
C -1.02 5.59 1.21 -0.61
C -0.94 6.16 3.72 -0.94
H -2.88 3.98 1.87 0.19
H -1.14 6.64 0.94 0.43
H -1.56 4.97 0.50 0.13
H 0.06 5.39 1.24 0.12
H -0.91 7.14 3.25 0.38
H -1.56 6.33 4.61 0.33
H 0.07 5.87 4.00 0.25
C 3.91 2.13 4.95 0.11
O 5.09 2.35 4.82 -0.56
N 2.88 2.69 4.27 0.24
C 1.55 2.28 4.46 -1.01
C 3.13 3.66 3.19 -0.53
H 3.54 1.38 5.67 0.31
H 1.42 1.60 5.31 0.40
H 1.24 1.82 3.52 0.29
H 0.99 3.11 4.88 0.30
H 2.32 4.38 3.25 0.01
H 4.14 4.07 3.22 0.46
H 3.06 3.28 2.17 0.00
C 5.12 -0.39 -0.97 1.02
O 5.92 -0.22 -1.79 -0.61
N 5.32 -0.18 0.36 0.04
C 4.17 -0.17 1.25 -0.15
C 6.52 0.28 0.99 -0.95
H 4.08 -0.61 -1.25 -0.37
H 3.35 -0.71 0.78 -0.14
H 3.87 0.83 1.56 -0.09
H 4.57 -0.75 2.08 0.43
H 6.87 -0.54 1.63 0.32
H 7.37 0.48 0.34 0.35
H 6.15 1.14 1.54 0.27
```

Values from the calculation:
**Total energy**: -4567.2546 Ha
**Net charge**: +1
**LUMO energy (spin up / spin down)**: -0.0822 / -0.1752 Ha
**HOMO (spin up / spin down)**: -0.40233 / -0.39182 Eh
**Multiplicity**: 4
**Kohn-Sham gap (spin up / spin down)**: 8.71 / 5.89 eV

***

[3]
C6H12 | ωB97M-V/def2-TZVPD

```
18
Properties=species:S:1:pos:R:3:mulliken_charge:R:1
C -0.95 2.56 0.04 -1.15
C -0.59 1.16 0.46 0.08
C 0.47 0.84 1.18 -0.18
C 0.82 -0.56 1.62 -1.07
C 0.05 -2.62 -1.42 -0.42
C 0.20 -1.39 -1.90 -0.49
H -0.19 3.28 0.37 0.31
H -1.91 2.86 0.46 0.29
H -1.03 2.64 -1.05 0.28
H -1.27 0.37 0.14 0.33
H 0.85 -0.63 2.72 0.39
H 1.16 1.63 1.50 0.24
H 1.81 -0.85 1.26 0.30
H 0.09 -1.28 1.25 0.17
H 0.53 -2.93 -0.49 0.23
H -0.56 -3.36 -1.92 0.24
H 0.80 -0.64 -1.38 0.23
H -0.28 -1.07 -2.82 0.22
```

Values from the calculation:
**Total energy**: -235.7521 Ha
**LUMO energy**: 0.0461 Ha
**HOMO**: -0.33629 Eh
**Multiplicity**: 1
**Kohn-Sham gap**: 10.41 eV